A structure of composition C44H78BBaN7OSi2, computed with ωB97M-V/def2-TZVPD.

Calculated values
frontier orbital gap	5.6	eV
ΔE to the lowest compared entry with this formula, charge and spin	3.989	eV

Structure (ORCA input):
```
! RIJCOSX wB97M-V def2-TZVPD def2/J DEFGRID3
* xyz 0 1
Ba -0.29 1.61 0.23
N 1.35 2.32 -1.07
C 1.51 3.69 -0.54
C 0.87 3.95 0.85
N -0.58 3.65 0.96
C -1.19 3.85 -0.36
C -2.45 2.99 -0.58
N -2.01 1.74 -1.26
C -1.29 4.40 2.01
C -1.46 3.55 3.26
N -2.33 2.40 2.94
H 2.04 2.15 -1.83
H 0.46 2.33 -1.59
H 1.17 4.45 -1.23
H 2.57 3.91 -0.42
H 1.06 4.99 1.05
H 1.41 3.37 1.62
H -0.52 3.50 -1.14
H -1.37 4.89 -0.56
H -3.14 3.56 -1.18
H -2.94 2.75 0.37
H -1.37 2.07 -2.02
H -2.78 1.28 -1.75
H -2.27 4.69 1.65
H -0.78 5.33 2.26
H -1.85 4.18 4.06
H -0.49 3.17 3.57
H -3.27 2.73 2.77
H -2.35 1.75 3.71
C 2.56 -0.29 -5.54
Si 1.96 0.28 -3.86
C 1.73 -1.27 -2.85
C 3.48 1.06 -3.04
C 0.42 1.24 -3.77
C 0.49 2.68 -3.83
C 1.61 3.38 -4.43
C 1.67 4.74 -4.48
C 0.63 5.51 -3.92
C -0.40 4.81 -3.33
N -0.47 3.46 -3.23
Si -1.13 0.31 -4.03
C -1.53 -1.02 -2.76
C -1.04 -0.63 -5.65
C -2.69 1.36 -4.24
H 3.15 -1.22 -5.42
H 3.19 0.45 -6.04
H 1.71 -0.52 -6.21
H 2.65 -1.89 -2.88
H 0.92 -1.88 -3.28
H 1.48 -1.06 -1.81
H 4.38 0.60 -3.47
H 3.49 0.86 -1.96
H 3.59 2.15 -3.19
H 2.39 2.78 -4.90
H 2.51 5.24 -4.95
H 0.63 6.59 -3.95
H -1.21 5.36 -2.86
H -1.29 -2.01 -3.19
H -2.61 -1.05 -2.53
H -0.99 -0.94 -1.82
H -0.29 -1.44 -5.60
H -0.76 0.03 -6.48
H -2.02 -1.09 -5.89
H -3.57 0.85 -3.83
H -2.87 1.54 -5.31
H -2.61 2.35 -3.76
O 2.22 2.02 3.14
H 3.03 1.58 2.85
H 1.62 1.29 3.38
C -0.28 0.39 5.53
C 0.26 -1.04 5.32
C 0.24 -1.83 6.63
C 1.65 -0.98 4.70
C 2.74 -0.51 5.46
C 4.00 -0.41 4.89
C 4.19 -0.73 3.55
C 3.13 -1.18 2.76
C 3.32 -1.56 1.29
C 4.43 -0.75 0.61
C 3.61 -3.06 1.18
C 1.87 -1.33 3.36
N 0.82 -1.95 2.64
B -0.03 -1.40 1.56
N -0.89 -2.59 1.30
C -0.56 -3.66 2.17
C 0.45 -3.29 2.97
C -1.89 -2.74 0.30
C -1.71 -3.63 -0.76
C -2.75 -3.82 -1.67
C -3.96 -3.15 -1.53
C -4.13 -2.28 -0.46
C -3.11 -2.05 0.46
C -3.36 -1.19 1.69
C -3.99 -2.06 2.79
C -4.23 0.03 1.40
C -0.43 -4.45 -0.92
C 0.19 -4.27 -2.31
C -0.71 -5.94 -0.66
H -1.27 0.36 5.99
H -0.36 0.89 4.56
H 0.38 0.98 6.18
H -0.40 -1.53 4.61
H 0.84 -1.34 7.41
H 0.64 -2.84 6.48
H -0.79 -1.92 7.01
H 2.60 -0.24 6.50
H 4.84 -0.07 5.49
H 5.18 -0.64 3.12
H 2.39 -1.34 0.79
H 5.42 -0.96 1.01
H 4.24 0.33 0.70
H 4.45 -1.00 -0.46
H 4.54 -3.31 1.71
H 3.73 -3.35 0.12
H 2.80 -3.65 1.61
H -1.10 -4.61 2.14
H 0.95 -3.85 3.75
H -2.61 -4.50 -2.51
H -4.76 -3.32 -2.24
H -5.10 -1.79 -0.34
H -2.40 -0.83 2.04
H -4.96 -2.46 2.45
H -4.16 -1.48 3.71
H -3.34 -2.91 3.03
H -5.24 -0.24 1.07
H -3.76 0.65 0.62
H -4.34 0.64 2.31
H 0.29 -4.10 -0.19
H -0.45 -4.70 -3.09
H 1.16 -4.78 -2.35
H 0.34 -3.21 -2.53
H -1.38 -6.34 -1.43
H -1.20 -6.09 0.31
H 0.22 -6.51 -0.67
*
```